DFT (ωB97M-V with the def2-TZVPD basis set) results for a cluster of 10 separate species, C60H135N5O20S5 in total at a distorted geometry.

Structure (XYZ):
```
225
Properties=species:S:1:pos:R:3:forces:R:3
C 7.653789 -1.106113 -3.754296 -2.14 0.39 2.01
C 6.348381 -0.333076 -3.245462 1.34 0.07 -2.81
C 5.236620 -0.836940 -4.120434 -0.41 0.83 -0.81
C 5.959973 -0.562537 -1.848160 1.51 -0.67 1.87
C 6.916000 0.052464 -0.815335 -0.41 1.35 -0.52
C 7.013170 1.539907 -1.199947 -0.59 0.17 0.54
C 7.377102 1.851053 -2.654535 2.02 0.39 0.84
C 7.180805 3.386500 -2.850995 1.67 -0.49 -2.36
C 8.944063 1.485449 -2.866213 -0.57 1.26 -1.53
N 6.489215 1.139341 -3.535413 -0.88 -0.92 0.04
O 6.931385 1.246665 -4.884674 -0.02 0.63 -0.08
H 7.426229 -2.146773 -3.893076 -0.15 -0.55 0.02
H 7.980960 -0.687673 -4.662827 0.51 0.48 -0.89
H 8.320672 -0.985911 -2.939308 1.29 -0.23 0.32
H 5.055848 -1.873533 -3.937672 -0.30 -0.73 0.28
H 4.310809 -0.246495 -4.022133 0.26 -0.26 0.08
H 5.605350 -0.751587 -5.133802 -0.30 0.02 -0.44
H 5.029853 -0.041063 -1.734830 -0.90 -0.09 0.27
H 5.885857 -1.644590 -1.678836 -0.48 0.20 -0.09
H 6.525719 -0.005114 0.207739 -0.09 -0.14 -0.15
H 7.941057 -0.300463 -0.753524 0.01 -0.69 -0.37
H 7.773909 1.974932 -0.538617 -0.29 0.42 -0.26
H 6.033035 2.046942 -1.051984 0.45 -0.31 0.35
H 6.178519 3.775460 -2.882879 -0.70 -0.39 0.18
H 7.633605 3.623801 -3.877559 -0.60 -0.11 1.34
H 7.733382 3.966579 -2.128139 0.31 0.01 0.35
H 9.517828 2.424498 -3.019417 -0.29 -0.47 0.36
H 9.093810 0.932502 -3.799468 -0.28 0.34 0.05
H 9.464889 0.878069 -2.148060 -0.25 -0.10 0.90
H 6.266421 1.792934 -5.351746 0.10 -0.35 0.44
C -1.059591 3.254478 -2.279578 1.46 0.30 1.19
C -0.692257 4.530569 -1.468727 -0.15 -1.07 -0.24
C -0.402211 5.697243 -2.388972 0.33 0.02 -0.14
C -1.871928 4.900715 -0.611394 -0.55 1.80 1.18
C -1.444961 6.004745 0.435203 -2.72 -1.37 0.24
C -0.472865 5.356833 1.294734 2.66 -1.12 1.41
C 0.816052 4.957265 0.586115 1.50 0.23 -1.61
C 1.599940 6.230542 0.088335 0.93 -0.43 -0.43
C 1.791035 4.067242 1.443817 -1.26 0.21 0.47
N 0.390330 4.092950 -0.576896 0.38 0.17 0.61
O 1.515061 3.760432 -1.400065 -0.14 1.02 0.35
H -1.213172 2.461773 -1.566164 -0.70 -0.21 0.31
H -1.926056 3.412697 -2.862474 -0.84 0.05 -0.85
H -0.195054 2.870651 -2.815645 -0.09 0.41 -0.68
H -1.227807 5.686193 -3.106845 0.49 0.18 -0.40
H -0.488763 6.631586 -1.834437 0.19 0.01 -0.35
H 0.612325 5.611272 -2.825783 -0.75 0.12 -0.09
H -2.685426 5.339090 -1.187271 -0.01 -0.26 -0.46
H -2.280266 4.041563 -0.084926 0.02 -0.19 0.13
H -1.026677 6.845482 -0.063537 -0.12 0.97 -0.14
H -2.299311 6.264847 1.155529 0.75 0.09 -1.53
H -0.868697 4.393151 1.605414 -0.33 -0.02 0.73
H -0.157731 5.975891 2.147373 -0.29 -0.25 0.07
H 1.991655 6.909208 0.867498 -0.42 -0.52 0.11
H 1.040514 6.857236 -0.614834 0.03 -0.24 0.30
H 2.510352 5.891775 -0.467276 -0.74 0.16 0.35
H 1.371465 3.049670 1.571821 -0.10 0.70 0.07
H 1.892697 4.531775 2.461386 0.19 -0.42 -0.87
H 2.759067 3.885214 0.970589 -0.05 0.57 0.01
H 1.610416 2.820590 -1.261582 0.30 -0.69 -0.05
C 3.761730 -7.354955 3.973105 -0.62 -0.39 0.91
C 2.817019 -6.161643 3.992497 -1.60 0.54 0.23
C 1.397149 -6.535698 4.640591 1.40 -0.38 -0.08
C 3.434571 -4.962770 4.706255 -1.11 0.25 0.33
C 2.721197 -3.619654 4.444422 -0.20 -1.10 1.09
C 2.558237 -3.358183 2.975242 0.26 0.45 0.57
C 1.923700 -4.509405 2.249339 -0.78 -0.50 -0.65
C 0.401463 -4.609013 2.536646 0.66 -1.09 0.93
C 2.128913 -4.331225 0.744735 -0.46 0.44 -0.60
N 2.651325 -5.761892 2.595377 -0.38 -0.32 -0.58
O 1.854112 -6.823678 2.053346 0.46 -0.66 -1.26
H 3.892928 -7.662491 5.015317 0.07 -0.23 -0.07
H 3.307051 -8.195523 3.417956 0.41 0.40 0.25
H 4.746347 -7.094054 3.598181 -0.01 0.07 -0.32
H 1.586805 -7.097810 5.539864 0.28 0.16 0.84
H 0.801506 -5.642590 4.880612 0.12 -0.62 -0.23
H 0.887676 -7.312352 4.055543 -0.14 0.80 -0.27
H 3.406035 -5.122255 5.790763 0.38 -0.21 -0.17
H 4.427873 -4.857578 4.342576 1.18 -0.02 -0.04
H 1.743191 -3.675351 4.938601 0.02 0.22 -0.11
H 3.295535 -2.881830 5.012438 -0.15 0.32 -0.44
H 3.513176 -3.123447 2.556850 0.98 -0.15 -0.46
H 1.996729 -2.452774 2.837130 -0.68 0.34 -0.16
H -0.228601 -4.066495 1.889463 -0.40 0.75 -1.27
H 0.114571 -4.252551 3.517163 0.22 0.03 0.40
H 0.140159 -5.673594 2.489033 -0.23 0.44 -0.10
H 1.663488 -3.381377 0.393938 0.29 -0.63 0.20
H 1.750595 -5.155176 0.127906 -0.48 0.15 0.37
H 3.175058 -4.323897 0.485899 0.61 0.34 0.17
H 2.392190 -7.266585 1.369743 -0.14 0.55 0.47
C -6.960993 1.819108 2.113684 0.58 -1.71 -0.46
C -6.110004 1.934679 3.435958 -1.20 0.30 -0.24
C -6.924001 1.223939 4.521798 -1.22 2.05 0.70
C -4.808109 1.186184 3.253278 1.43 0.05 0.05
C -3.836423 1.931297 2.330008 0.47 0.48 0.31
C -3.586223 3.350840 2.910432 -2.25 0.15 -2.29
C -4.930886 4.152195 3.117376 0.37 -0.09 -1.83
C -4.612200 5.478812 3.775842 -1.70 0.82 1.34
C -5.616123 4.507378 1.737903 1.11 0.73 1.38
N -5.811033 3.312906 3.901253 -1.57 0.82 1.41
O -7.120915 4.093714 4.047885 1.53 -1.32 -0.67
H -6.347158 1.843620 1.186943 -0.22 -0.12 0.63
H -7.434642 0.769562 2.099677 0.37 1.69 0.10
H -7.685334 2.613547 1.988764 -0.38 -0.11 0.36
H -7.093646 0.199447 4.298493 0.10 -0.94 -0.23
H -6.449708 1.348885 5.492555 0.27 -0.23 0.08
H -7.941839 1.705497 4.649257 1.05 -0.47 -0.38
H -4.259713 0.916255 4.204148 -0.87 0.46 -0.61
H -5.089492 0.264068 2.782614 -0.01 -0.80 -0.11
H -2.827679 1.480381 2.320518 -0.70 -0.20 0.05
H -4.202543 1.907265 1.277781 0.25 0.34 0.68
H -3.086632 3.961892 2.147014 0.51 -0.18 0.45
H -3.022595 3.225294 3.804109 0.41 0.36 0.86
H -4.300381 5.344110 4.817022 0.07 -0.05 -0.03
H -5.529257 6.146191 3.803011 0.88 -0.88 0.04
H -3.873420 6.087872 3.283641 0.53 -0.20 -0.52
H -5.942803 3.630137 1.272523 -0.44 -0.86 -0.83
H -4.898432 4.988800 1.086791 0.20 0.29 -0.20
H -6.458456 5.178522 1.925507 0.14 -0.17 -0.09
H -7.126763 4.300296 4.983606 0.12 -0.09 0.24
C -1.845558 -5.578980 -3.940141 -1.26 0.89 0.45
C -2.771168 -4.513058 -3.158720 -1.35 -2.28 -1.22
C -4.247059 -4.795835 -3.582602 -0.76 0.22 -0.65
C -2.806513 -4.768870 -1.691914 0.66 -1.59 1.40
C -1.458737 -4.527314 -1.052034 1.10 -0.14 0.04
C -1.072014 -3.067506 -1.330461 0.52 0.01 1.04
C -1.201198 -2.649047 -2.810550 -0.13 0.02 -0.35
C -1.249926 -1.129393 -2.898374 1.14 1.50 -1.74
C 0.055646 -3.081587 -3.645881 0.23 -0.80 0.51
N -2.493663 -3.145084 -3.297291 -0.25 2.13 -1.67
O -2.613815 -2.753553 -4.731305 0.96 -1.04 1.58
H -1.952263 -5.519328 -5.026352 -0.03 0.31 0.08
H -0.798581 -5.572743 -3.685518 0.11 0.03 0.16
H -2.276730 -6.527926 -3.668648 0.03 -0.56 0.13
H -4.622187 -5.806357 -3.317375 0.77 0.25 -0.41
H -4.978219 -4.167678 -3.061080 0.53 0.30 0.24
H -4.459616 -4.570570 -4.640747 0.37 -0.40 0.24
H -3.518528 -4.122548 -1.180671 -0.25 0.16 -0.21
H -3.163574 -5.811868 -1.560281 0.27 0.44 0.16
H -1.474040 -4.749366 0.052533 0.15 0.30 -1.09
H -0.632811 -5.123922 -1.532020 -0.94 0.00 0.59
H -0.008577 -2.950220 -1.043779 -0.52 0.24 -0.14
H -1.663731 -2.422234 -0.640082 0.26 -0.14 -0.73
H -1.031194 -0.718270 -3.969041 -0.39 -0.96 1.69
H -0.437345 -0.730352 -2.279191 -0.25 -0.05 -0.17
H -2.173931 -0.639729 -2.593332 -0.19 -0.44 0.19
H -0.002298 -2.945236 -4.738826 -0.16 0.20 0.41
H 0.431781 -4.117751 -3.490715 -0.49 0.68 0.12
H 0.843838 -2.442647 -3.271746 0.34 0.23 -0.16
H -1.778826 -3.175865 -5.020570 -0.63 0.46 -0.72
C -6.069597 -1.509630 -0.694016 1.30 0.12 0.64
C -5.514288 -1.534844 -2.128447 -2.06 -0.20 0.23
O -5.909761 -0.304415 -2.836294 -0.24 -0.75 0.17
S -5.078264 0.990077 -2.684568 0.83 1.50 -0.33
C -4.325037 1.139693 -4.325045 -0.58 0.44 0.67
O -5.941039 2.092201 -2.450541 -1.09 0.44 -0.53
O -4.053195 0.870481 -1.692145 0.72 -1.01 -0.02
H -5.852782 -2.435891 -0.153043 0.44 -0.11 -0.29
H -7.143787 -1.466381 -0.610700 -0.41 0.46 -0.54
H -5.612243 -0.702961 -0.076313 -0.35 -0.41 -0.57
H -4.468459 -1.710348 -2.275408 0.69 0.01 0.33
H -6.064500 -2.297595 -2.699273 0.29 0.24 0.13
H -3.690161 2.041948 -4.204728 -0.14 -0.70 -0.26
H -5.118494 1.352505 -5.097228 0.87 -0.57 0.88
H -3.751352 0.203868 -4.441621 -0.17 0.56 -0.42
C -0.763971 3.234762 6.177050 0.49 0.17 1.13
C -0.766327 2.235601 5.062445 -0.96 -1.34 2.84
O 0.155332 1.134902 5.398376 -1.60 0.94 0.71
S 1.240738 0.640635 4.428215 0.33 -0.08 -0.02
C 2.666456 1.178470 5.386933 -0.13 -1.77 -1.15
O 1.081376 -0.787950 4.400556 0.69 0.56 -0.33
O 1.188411 1.426527 3.212214 0.31 -0.75 0.70
H -1.010835 2.698310 7.128958 0.55 0.68 -0.60
H -1.539628 3.976070 6.033189 -0.40 0.03 -0.24
H 0.172472 3.841894 6.223821 -0.48 -0.80 0.23
H -1.765023 1.792431 5.017756 0.25 -0.11 -0.37
H -0.471773 2.656714 4.191667 0.76 1.08 -2.96
H 2.735122 0.650403 6.322591 -0.40 -0.23 0.36
H 2.528252 2.222959 5.541204 0.34 0.78 -0.15
H 3.511104 0.832517 4.788197 0.23 0.71 0.02
C -2.887637 -6.953342 3.317903 -1.20 -0.52 0.33
C -3.301668 -5.584727 2.792417 -0.57 -1.81 0.36
O -2.895187 -4.595175 3.735836 -0.49 -1.41 0.15
S -3.203441 -3.154747 3.288800 0.68 3.35 3.36
C -2.090909 -2.493415 4.590121 -0.99 1.26 -0.72
O -2.602192 -2.899279 2.038202 0.23 0.07 -1.87
O -4.560718 -2.702878 3.529982 1.03 -1.08 -0.34
H -3.385461 -7.218750 4.296355 0.75 0.39 -0.94
H -1.805469 -6.948067 3.372959 0.18 -0.26 0.38
H -3.191781 -7.738733 2.583046 0.23 0.66 0.47
H -2.736992 -5.471104 1.896379 0.10 0.60 -0.94
H -4.384227 -5.501654 2.637197 0.25 -0.03 -0.15
H -2.305642 -2.949380 5.546929 -0.13 -0.04 0.06
H -2.188653 -1.399401 4.627017 -0.58 -0.26 0.14
H -1.061938 -2.581256 4.312762 0.56 -0.76 -0.37
C 1.507067 3.481096 -8.870598 0.31 0.17 1.24
C 2.767178 3.983280 -8.173831 -0.46 -0.36 -0.12
O 2.594920 3.514274 -6.824135 -0.21 0.36 0.15
S 3.832814 3.567525 -5.870846 -0.25 1.89 0.47
C 3.009777 3.278943 -4.385375 -0.83 0.14 1.24
O 4.663596 2.479517 -6.232355 1.07 -1.23 -0.13
O 4.424209 4.878174 -5.809882 -0.25 -0.34 -0.41
H 1.491766 2.382330 -8.886889 -0.08 0.43 -0.20
H 1.531259 3.930821 -9.826822 -0.31 0.05 -1.36
H 0.620704 3.872935 -8.327782 0.52 -0.35 -0.31
H 3.709835 3.585270 -8.589708 -0.47 0.10 0.09
H 2.796272 5.072627 -8.155748 0.13 -0.01 -0.02
H 2.386209 4.113257 -3.985608 1.07 -0.15 -0.50
H 3.804857 2.971795 -3.700598 -0.29 0.01 0.19
H 2.272885 2.504888 -4.507887 0.11 -0.80 -0.16
C -1.613126 0.502623 0.348284 0.49 0.81 -0.62
C -0.126110 0.824258 0.293563 0.22 -1.70 0.88
O 0.577123 -0.454212 -0.222911 -0.99 1.28 0.39
S 1.997476 -0.254823 -0.793780 0.78 0.10 0.07
C 3.062568 -0.216020 0.644516 -1.08 0.78 -1.36
O 2.286565 -1.442535 -1.532119 0.07 -0.02 -0.22
O 2.097487 1.038204 -1.444711 0.05 -0.60 0.11
H -1.822424 0.035836 -0.612377 -0.41 -0.31 0.31
H -2.149619 1.452185 0.303792 0.07 0.06 -0.04
H -2.030440 -0.022583 1.211153 0.60 -0.39 -0.29
H 0.094017 1.648101 -0.364463 0.03 -0.06 -0.28
H 0.385301 0.969261 1.244006 -0.43 0.26 0.04
H 2.791307 -1.047867 1.277482 0.55 -0.25 0.09
H 2.849900 0.739309 1.080427 -0.25 0.46 0.72
H 4.029870 -0.099471 0.182386 0.62 -0.71 0.32
```
Forces are in eV/Å.

The SMILES is CC1(C)CCCC(C)(C)N1O.CC1(C)CCCC(C)(C)N1O.CC1(C)CCCC(C)(C)N1O.CC1(C)CCCC(C)(C)N1O.CC1(C)CCCC(C)(C)N1O.CCOS(C)(=O)=O.CCOS(C)(=O)=O.CCOS(C)(=O)=O.CCOS(C)(=O)=O.CCOS(C)(=O)=O. For the orbital gap, the calculation gives 8.205 eV. The total charge is 0. The spin multiplicity is 1. The calculation puts the max |F| at 0.093 Eh/bohr. The HOMO energy comes out at -8.2 eV. The lowest unoccupied orbital energy is 0.006 eV.